{
  "formula": "C29H40BrNOPdSb2Si",
  "method": "the ωB97M-V functional and the def2-TZVPD basis",
  "species": ["Pd", "O", "C", "C", "C", "N", "C", "Br", "C", "H", "H", "H", "H", "C", "Sb", "C", "C", "C", "C", "C", "C", "C", "C", "C", "Sb", "C", "C", "H", "H", "H", "H", "H", "H", "H", "H", "H", "H", "H", "H", "H", "H", "H", "H", "H", "H", "H", "H", "C", "C", "C", "C", "C", "C", "C", "H", "H", "H", "H", "H", "H", "H", "C", "Si", "C", "C", "C", "C", "H", "H", "H", "H", "H", "H", "H", "H", "H"],
  "positions_angstrom": [[0.6716, 0.4798, 0.4773], [6.3426, 3.2068, -1.1770], [5.2185, 2.5068, -1.0154], [5.1606, 1.1129, -1.0060], [3.9344, 0.5153, -0.8181], [2.7856, 1.1808, -0.6409], [2.8784, 2.5059, -0.6769], [1.2521, 3.4407, -0.4763], [4.0370, 3.2279, -0.8492], [7.1071, 2.6315, -1.3073], [6.0466, 0.5085, -1.1479], [3.8674, -0.5665, -0.8096], [4.0441, 4.3071, -0.8684], [-4.1370, -0.8126, -1.7198], [-2.1873, -1.0297, -0.9677], [-1.0269, -1.3602, -2.6843], [-2.3190, -2.7781, 0.2434], [-1.7580, -3.9646, -0.4820], [-2.5568, -4.5842, -1.4440], [-2.0787, -5.6367, -2.2048], [-0.7820, -6.0885, -2.0006], [0.0068, -5.5033, -1.0246], [-0.4613, -4.4427, -0.2495], [0.4037, -3.8766, 0.8307], [1.4222, -2.0623, 0.2587], [2.2507, -2.6784, -1.6071], [3.1315, -2.2988, 1.5116], [-4.4478, -1.7895, -2.0901], [-4.1332, -0.0994, -2.5419], [-4.8174, -0.4773, -0.9389], [-1.4844, -2.2235, -3.1678], [0.0136, -1.5706, -2.4591], [-1.1042, -0.4782, -3.3169], [-3.4069, -2.8508, 0.3074], [-1.9240, -2.5831, 1.2363], [-3.5789, -4.2469, -1.5842], [-2.7180, -6.1120, -2.9356], [-0.3941, -6.9134, -2.5825], [1.0019, -5.8907, -0.8395], [1.2133, -4.5621, 1.0803], [-0.1488, -3.6721, 1.7473], [3.2462, -3.0840, -1.4341], [2.3175, -1.8360, -2.2933], [1.6301, -3.4576, -2.0505], [3.8768, -2.9075, 1.0020], [2.8438, -2.8040, 2.4333], [3.5665, -1.3310, 1.7546], [0.6469, 0.0536, 2.4738], [1.0315, 1.4322, 2.7183], [0.0690, 2.4380, 2.9029], [0.4712, 3.7368, 3.1583], [1.8238, 4.0522, 3.1926], [2.7909, 3.0739, 2.9866], [2.3979, 1.7717, 2.7621], [-0.3627, -0.2412, 2.7439], [1.4054, -0.6805, 2.7180], [-0.9814, 2.1738, 2.8786], [-0.2572, 4.5128, 3.3417], [2.1287, 5.0706, 3.3956], [3.8406, 3.3308, 3.0292], [3.1384, 0.9893, 2.6393], [-3.7228, 3.5075, -1.8237], [-3.4208, 3.1769, -0.0231], [-2.6189, 4.6107, 0.8404], [-4.9279, 2.5780, 0.8858], [-2.1917, 1.7197, 0.0220], [-1.4892, 0.7039, -0.0116], [-4.4979, 4.2697, -1.9303], [-4.0719, 2.6172, -2.3515], [-2.8267, 3.8721, -2.3277], [-3.2193, 5.5084, 0.6763], [-1.6103, 4.8121, 0.4774], [-2.5781, 4.4364, 1.9149], [-5.5583, 3.4398, 1.1185], [-4.6824, 2.0908, 1.8305], [-5.5328, 1.8919, 0.2903]],
  "fmax_ev_per_a": 1.2,
  "e_above_lowest_kj_mol": 253.9,
  "homo_lumo_gap_ev": 6.8,
  "charge": 2,
  "spin_multiplicity": 1,
  "lumo_energy_ev": -6.281,
  "total_energy_ha": -4730.330543
}


{
  "formula": "C29H40F15N3O13",
  "method": "the ωB97M-V functional and the def2-TZVPD basis",
  "species": ["C", "C", "O", "C", "O", "C", "F", "F", "F", "H", "H", "H", "H", "H", "C", "C", "O", "C", "O", "C", "F", "F", "F", "H", "H", "H", "H", "H", "C", "C", "O", "C", "O", "C", "F", "F", "F", "H", "H", "H", "H", "H", "C", "C", "O", "C", "O", "C", "F", "F", "F", "H", "H", "H", "H", "H", "C", "C", "O", "C", "O", "C", "F", "F", "F", "H", "H", "H", "H", "H", "C", "O", "C", "O", "O", "C", "H", "H", "H", "H", "H", "H", "C", "C", "N", "H", "H", "H", "C", "C", "N", "H", "H", "H", "C", "C", "N", "H", "H", "H"],
  "positions_angstrom": [[3.8326, -1.3438, 1.0430], [4.8673, -0.5369, 0.3166], [4.2841, -0.1228, -0.8898], [4.7274, -0.8228, -1.9652], [5.4450, -1.8158, -1.9487], [4.2916, -0.2363, -3.2815], [5.4011, 0.4305, -3.8672], [3.7411, -1.1976, -4.0849], [3.2721, 0.6024, -3.0921], [4.2021, -1.5978, 2.0365], [3.8368, -2.2191, 0.3933], [2.8747, -0.8415, 1.1775], [5.9108, -0.8353, 0.2159], [5.0443, 0.4319, 0.7837], [-2.9895, -4.2850, 4.8493], [-1.9574, -3.4259, 4.1745], [-2.5584, -2.1539, 4.0904], [-2.1343, -1.2539, 3.2203], [-1.1951, -1.2895, 2.4580], [-3.0192, -0.0674, 3.3112], [-2.8528, 0.4838, 4.4269], [-2.6748, 0.8114, 2.3500], [-4.3075, -0.4416, 3.1008], [-2.7053, -5.3363, 4.8023], [-4.0075, -4.2205, 4.4651], [-3.0979, -4.1365, 5.9236], [-1.7273, -3.8597, 3.2014], [-1.0415, -3.2767, 4.7463], [3.2704, 5.1186, 7.7015], [2.7402, 5.0901, 6.2581], [1.9985, 3.8719, 6.1022], [2.0724, 3.1338, 5.0267], [2.8215, 3.3725, 4.0595], [1.1801, 1.8522, 5.0305], [1.4976, 1.0497, 6.0891], [-0.1054, 2.1329, 5.1644], [1.3075, 1.1332, 3.9145], [3.7457, 6.0664, 7.9541], [4.0317, 4.3613, 7.8887], [2.5132, 5.0863, 8.4849], [3.5597, 5.3212, 5.5775], [1.9825, 5.8421, 6.0379], [-0.0330, 5.7286, -2.2263], [0.0789, 4.6326, -1.1784], [-0.7825, 4.9593, -0.0885], [-0.5454, 4.3531, 1.1153], [0.3922, 3.5591, 1.4120], [-1.6078, 4.7622, 2.2161], [-2.0143, 3.6963, 2.9187], [-0.9374, 5.7006, 2.9992], [-2.6649, 5.3153, 1.7437], [0.4778, 5.4740, -3.1549], [0.2923, 6.7501, -2.0292], [-1.0656, 5.9783, -2.4703], [1.0665, 4.7495, -0.7322], [0.0834, 3.5634, -1.3906], [-3.5137, -1.7496, -2.9465], [-2.8482, -1.8113, -1.5974], [-3.2405, -3.0443, -1.0905], [-3.7848, -3.3518, 0.0227], [-4.1651, -2.5964, 0.9744], [-4.2616, -4.8334, 0.0500], [-5.5202, -4.8511, -0.2166], [-3.6387, -5.6157, -0.8373], [-3.9717, -5.2793, 1.2701], [-3.1071, -0.7879, -3.2596], [-4.6001, -1.7830, -2.8651], [-3.1506, -2.6069, -3.5133], [-2.9501, -1.0556, -0.8185], [-1.7720, -1.6920, -1.7230], [-2.2755, -1.6448, -7.9319], [-1.7928, -2.2831, -6.7110], [-0.9515, -1.6566, -5.8994], [-0.8001, -0.4369, -5.8898], [-0.3208, -2.5916, -5.1053], [0.8983, -2.2513, -4.4590], [-1.4594, -1.2665, -8.5476], [-2.9621, -0.8021, -7.8519], [-2.8208, -2.3971, -8.5020], [1.7892, -2.1484, -5.0785], [1.2465, -3.0124, -3.7607], [0.8507, -1.3794, -3.8065], [0.5674, -4.6114, -1.6026], [0.6944, -5.4249, -2.8403], [0.8741, -6.0312, -3.7870], [0.2153, -3.6347, -1.9347], [1.5484, -4.3732, -1.1916], [-0.2178, -5.0227, -0.9681], [0.7610, 1.7467, -4.1751], [-0.3299, 1.3193, -3.3389], [-1.1805, 0.8865, -2.7244], [1.0871, 0.8067, -4.6202], [1.6234, 2.1185, -3.6218], [0.3983, 2.3525, -5.0055], [0.2583, 0.8051, 0.2211], [0.6321, -0.2807, -0.7154], [0.9280, -1.1674, -1.4196], [0.1258, 1.7697, -0.2687], [1.0227, 0.9081, 0.9913], [-0.7035, 0.6635, 0.7140]],
  "fmax_ev_per_a": 5.3,
  "smiles": "CCOC(=O)C(F)(F)F.CCOC(=O)C(F)(F)F.CCOC(=O)C(F)(F)F.CCOC(=O)C(F)(F)F.CCOC(=O)C(F)(F)F.COC(=O)OC.CC#N.CC#N.CC#N",
  "e_above_lowest_kj_mol": 343.2,
  "homo_lumo_gap_ev": 11.2,
  "spin_multiplicity": 1,
  "lumo_energy_ev": 0.448,
  "total_energy_ha": -3769.346089
}


Question: Number 2 is which compound?
Answer: C29H40F15N3O13


Question: What is the formula in the second record?
Answer: C29H40F15N3O13